Entry 1:
Below is a 2-piece molecular cluster, CH6NOPS overall at a distorted geometry, with properties calculated with ωB97M-V with the def2-TZVPD basis set.

Output
molar mass: 111.1 g mol⁻¹
calculated total energy: -911.08919 a.u.
ΔE to the lowest compared entry with this formula, charge and spin: 127.87 kcal per mole
SMILES: N#S#[PH2].CO
LUMO: -0.6 eV
frontier orbital gap: 7.53 eV
highest occupied orbital energy: -8.1 eV

Geometry as XYZ:
```
11
CH6NOPS | OMol25 | ωB97M-V with the def2-TZVPD basis set
N 1.70095 -1.92377 0.94311
S 1.28734 -0.90205 -0.05418
P 2.91802 0.73087 -0.24871
H 2.77790 0.82956 -1.65142
H 1.76636 1.41445 0.03014
C -1.77008 0.15840 0.44826
O -1.26193 -0.43252 -0.72109
H -2.35306 1.03111 0.22925
H -0.84510 0.44365 0.99936
H -2.16400 -0.51799 1.14537
H -2.05642 -0.83171 -1.12010
```

Atom-resolved charges from Löwdin, all expressed in e:
1. N -0.490
2. S 0.538
3. P 0.496
4. H -0.180
5. H -0.234
6. C -0.185
7. O -0.241
8. H 0.080
9. H 0.057
10. H 0.066
11. H 0.094


Entry 2:
Below is C18H45F4KN2O20P3S4 as an isolated structure at a distorted geometry, with properties calculated with ωB97M-V with the def2-TZVPD basis set.

Output
molar mass: 945.8 g mol⁻¹
calculated total energy: -5943.90348 a.u.
total charge: -1
ΔE to the lowest compared entry with this formula, charge and spin: 0.00 kcal per mole
LUMO: 2.0 eV
frontier orbital gap: 9.22 eV
highest occupied orbital energy: -7.3 eV

Geometry as XYZ:
```
97
C18H45F4KN2O20P3S4 | OMol25 | ωB97M-V with the def2-TZVPD basis set
K -0.74731 -1.64723 -0.36255
N 0.28455 -4.02668 0.35784
S 0.51014 -4.82695 1.71711
O 1.58042 -4.32398 2.52299
O 0.22513 -6.20557 1.69134
F -0.78043 -4.21451 2.48568
S 1.68037 -4.31794 -0.46235
O 2.36940 -5.51957 -0.19325
O 2.45561 -3.16208 -0.75443
F 0.97115 -4.59457 -1.85221
N -2.99475 -2.34690 -1.77765
S -4.33320 -1.45069 -1.29455
O -5.58596 -2.10331 -1.40759
O -4.27527 -0.03330 -1.42425
F -3.96292 -1.59262 0.26832
S -3.25524 -2.27070 -3.35823
O -3.07472 -1.01700 -4.00044
O -4.33846 -3.06261 -3.80566
F -2.01583 -3.16497 -3.81565
C 5.21327 -1.96378 2.39813
C 4.39804 -1.64514 1.15274
O 3.98096 -0.26035 1.13343
P 2.56584 0.14678 1.65704
O 1.43043 -0.50207 1.01930
O 2.66747 -0.12751 3.19840
C 1.49829 -0.31996 4.00499
C 1.36304 -1.77819 4.37830
O 2.58245 1.70818 1.56386
C 2.27541 2.38360 0.33789
C 1.67891 3.74150 0.63579
H 5.51269 -3.00829 2.42467
H 6.08963 -1.31160 2.46801
H 4.64408 -1.71655 3.29683
H 5.01692 -1.74147 0.26095
H 3.58724 -2.36317 1.04045
H 1.59465 0.33627 4.87258
H 0.59579 0.02825 3.49437
H 2.21932 -2.10153 4.97414
H 0.44904 -2.00190 4.93082
H 1.33119 -2.40568 3.48299
H 3.19493 2.50840 -0.22996
H 1.56933 1.82214 -0.28031
H 1.68733 4.33781 -0.27739
H 0.64686 3.67923 0.98180
H 2.26777 4.24418 1.40697
C 4.22111 0.05142 -2.86372
C 2.76897 -0.39310 -2.93365
O 1.99330 0.66073 -3.53872
P 0.50970 0.27752 -3.91168
O -0.16023 -0.63744 -2.99653
O -0.19188 1.68050 -4.07993
C -1.40885 1.95269 -3.35643
C -1.10783 2.79422 -2.12685
O 0.68766 -0.26726 -5.37299
C -0.41058 -1.06528 -5.89465
C -0.02665 -1.49207 -7.28307
H 4.68074 0.01079 -3.85257
H 4.32487 1.06782 -2.49199
H 4.76757 -0.60175 -2.18209
H 2.71456 -1.31585 -3.51226
H 2.40480 -0.58972 -1.92341
H -2.05010 2.53906 -4.01170
H -1.95719 1.05853 -3.06442
H -2.00945 2.91948 -1.52541
H -0.25397 2.45206 -1.55340
H -0.90422 3.81499 -2.47797
H -0.55968 -1.91243 -5.22559
H -1.34324 -0.49595 -5.89584
H -0.65960 -2.28581 -7.67354
H -0.03703 -0.63548 -7.95845
H 0.99923 -1.86745 -7.25792
C 0.33193 3.88896 3.59311
C -1.02143 3.97473 2.90100
O -1.09877 3.05834 1.79554
P -1.96411 1.75365 1.92478
O -1.78656 0.83389 0.80569
O -3.45471 2.25344 2.11526
C -4.36240 2.12659 0.99214
C -5.54315 3.03098 1.21390
O -1.60345 1.22996 3.36894
C -2.20413 0.08212 3.95810
C -1.82636 -1.22150 3.26675
H 0.40387 2.92162 4.08586
H 1.13351 3.99248 2.86367
H 0.35773 4.68370 4.33914
H -1.84091 3.84592 3.61124
H -1.17623 4.98224 2.50558
H -3.83039 2.45999 0.09171
H -4.59485 1.09545 0.72672
H -5.90534 2.98151 2.23955
H -5.23641 4.06105 1.01431
H -6.33325 2.81267 0.49711
H -1.81883 0.01284 4.97700
H -3.28708 0.20065 4.02894
H -0.75092 -1.22338 3.05743
H -2.08093 -2.09642 3.85663
H -2.27236 -1.26960 2.27341
```

Atom-resolved charges from Löwdin, all expressed in e:
1. K 0.722
2. N -0.357
3. S 0.476
4. O -0.295
5. O -0.248
6. F -0.208
7. S 0.478
8. O -0.254
9. O -0.279
10. F -0.176
11. N -0.327
12. S 0.510
13. O -0.251
14. O -0.278
15. F -0.221
16. S 0.429
17. O -0.277
18. O -0.268
19. F -0.184
20. C -0.062
21. C -0.237
22. O -0.153
23. P 0.337
24. O -0.244
25. O -0.157
26. C -0.255
27. C -0.062
28. O -0.144
29. C -0.235
30. C -0.071
31. H 0.081
32. H 0.076
33. H 0.063
34. H 0.114
35. H 0.088
36. H 0.121
37. H 0.078
38. H 0.085
39. H 0.080
40. H 0.050
41. H 0.119
42. H 0.107
43. H 0.088
44. H 0.045
45. H 0.077
46. C -0.060
47. C -0.254
48. O -0.160
49. P 0.353
50. O -0.244
51. O -0.148
52. C -0.239
53. C -0.054
54. O -0.160
55. C -0.254
56. C -0.072
57. H 0.075
58. H 0.069
59. H 0.072
60. H 0.125
61. H 0.100
62. H 0.121
63. H 0.091
64. H 0.069
65. H 0.061
66. H 0.077
67. H 0.099
68. H 0.116
69. H 0.079
70. H 0.075
71. H 0.079
72. C -0.050
73. C -0.251
74. O -0.187
75. P 0.374
76. O -0.228
77. O -0.165
78. C -0.256
79. C -0.067
80. O -0.178
81. C -0.231
82. C -0.063
83. H 0.074
84. H 0.036
85. H 0.084
86. H 0.115
87. H 0.123
88. H 0.105
89. H 0.099
90. H 0.076
91. H 0.075
92. H 0.082
93. H 0.118
94. H 0.121
95. H 0.051
96. H 0.091
97. H 0.055


Entry 3:
Below is C26H30ClNSTi as an isolated structure at a distorted geometry, with properties calculated with ωB97M-V with the def2-TZVPD basis set.

Output
molar mass: 471.9 g mol⁻¹
calculated total energy: -2770.59832 a.u.
total charge: +2
ΔE to the lowest compared entry with this formula, charge and spin: 39.61 kcal per mole
LUMO: -7.9 eV
frontier orbital gap: 5.09 eV
highest occupied orbital energy: -13.0 eV

Geometry as XYZ:
```
60
C26H30ClNSTi | OMol25 | ωB97M-V with the def2-TZVPD basis set
C 0.35875 -6.51764 -0.00970
C -1.10799 -6.33995 0.02099
C 1.06791 -6.39889 -1.30891
C 1.12662 -6.31510 1.24545
Cl 0.16803 -2.64939 0.10763
H 1.27212 -7.40182 -1.65317
H 2.01890 -5.85787 -1.23350
H 0.47873 -5.88230 -2.07687
H -1.56337 -7.32551 0.07194
H -1.51206 -5.82914 -0.87170
H -1.47117 -5.75863 0.88797
H 1.34757 -7.29224 1.65198
H 0.57840 -5.74495 2.00742
H 2.07572 -5.78521 1.09259
C -1.68208 0.69190 -1.75330
C -0.63435 0.00526 -2.44816
C -0.65529 -1.31297 -2.01468
H 0.01919 0.36202 -3.25869
C -1.68826 -1.41940 -0.98741
C -2.20310 -0.15467 -0.73763
H -2.95208 0.06475 0.04053
H -2.17362 1.59920 -2.13516
H 0.09539 -2.04903 -2.32825
H -1.93210 -2.23406 -0.28544
C 1.48947 0.04208 2.00371
C 2.19834 0.91024 1.13030
C 2.65447 0.17627 -0.03988
H 2.54739 1.93961 1.37434
C 2.34338 -1.19503 0.20672
C 1.68262 -1.25563 1.51423
H 1.14496 -2.06176 1.97228
H 0.97571 0.26335 2.92350
H 3.23043 0.50697 -0.93582
H 2.48070 -1.93654 -0.57698
Ti 0.23483 -0.31589 -0.11287
N 0.06245 1.91846 -0.08091
S -1.14272 2.98217 -0.13636
C -0.55229 4.35854 -1.15753
C -0.08212 5.60295 -0.69806
C 0.21858 6.65214 -1.57170
C 0.09190 6.47176 -2.95825
C -0.37808 5.23772 -3.44487
C -0.70226 4.20040 -2.54532
C -1.19503 3.85410 1.51795
C -0.63209 3.19839 2.62755
C -0.67746 3.82128 3.88952
C -1.30862 5.05091 4.02625
C -1.93064 5.66056 2.94633
C -1.90204 5.03872 1.68755
H 0.95377 2.38799 -0.26447
H 0.08692 5.75512 0.36030
H 0.56725 7.61926 -1.19737
H 0.31792 7.28831 -3.66349
H -0.45875 5.07031 -4.53795
H -1.04679 3.24589 -2.94001
H -0.15207 2.21906 2.49124
H -0.19407 3.33323 4.72214
H -1.33733 5.53136 5.00015
H -2.43198 6.61671 3.04844
H -2.39091 5.50636 0.83251
```

Atom-resolved charges from Löwdin, all expressed in e:
1. C -0.136
2. C -0.001
3. C 0.010
4. C 0.005
5. Cl 0.395
6. H 0.128
7. H 0.113
8. H 0.113
9. H 0.132
10. H 0.116
11. H 0.115
12. H 0.128
13. H 0.111
14. H 0.113
15. C -0.177
16. C -0.133
17. C -0.265
18. H 0.136
19. C -0.289
20. C -0.137
21. H 0.140
22. H 0.100
23. H 0.099
24. H 0.057
25. C -0.133
26. C -0.126
27. C -0.116
28. H 0.141
29. C -0.250
30. C -0.264
31. H 0.042
32. H 0.120
33. H 0.141
34. H 0.093
35. Ti 0.963
36. N -0.399
37. S 1.106
38. C -0.361
39. C -0.075
40. C -0.045
41. C -0.045
42. C -0.050
43. C -0.083
44. C -0.352
45. C -0.073
46. C -0.054
47. C -0.061
48. C -0.043
49. C -0.096
50. H 0.037
51. H 0.106
52. H 0.122
53. H 0.125
54. H 0.124
55. H 0.090
56. H 0.073
57. H 0.110
58. H 0.119
59. H 0.120
60. H 0.123


Entry 4:
Below is a 6-piece molecular cluster, C31H57N2O15PS5 overall at a distorted geometry, with properties calculated with ωB97M-V with the def2-TZVPD basis set.

Output
molar mass: 889.1 g mol⁻¹
calculated total energy: -4785.61410 a.u.
SMILES: C#C[C@@H]1OC(=O)O[C@@]1(CCCCNC(C)=O)P(N)O.O=S1(=O)CCCC1.O=S1(=O)CCCC1.O=S1(=O)CCCC1.O=S1(=O)CCCC1.O=S1(=O)CCCC1
LUMO: 0.4 eV
frontier orbital gap: 7.94 eV
highest occupied orbital energy: -7.5 eV

Geometry as XYZ:
```
111
C31H57N2O15PS5 | OMol25 | ωB97M-V with the def2-TZVPD basis set
C 3.49830 5.39198 0.86231
C 2.91574 4.33099 1.06846
C 2.46987 2.88745 1.53780
O 3.73898 2.16018 1.68995
C 4.09259 1.83857 0.35360
O 5.13654 1.46906 -0.11892
O 2.96699 2.00652 -0.53474
C 1.84981 1.95402 0.40598
C 0.45595 2.32671 -0.24173
C -0.52844 1.09710 -0.43540
C -1.87524 1.52892 -1.21633
C -2.97634 2.07824 -0.18806
N -3.58938 1.00298 0.63653
C -4.73505 1.48253 1.41761
C -4.65818 2.59053 2.54468
O -5.83588 0.97624 1.20127
P 2.02808 0.19738 1.21008
N 1.97261 -1.02065 -0.09489
O 0.72453 -0.03517 2.28851
H 4.04824 6.36349 1.01133
H 1.84258 2.84169 2.48148
H 0.67554 2.72756 -1.29123
H -0.10278 3.15895 0.28619
H -0.06495 0.22449 -0.99469
H -0.90364 0.66425 0.55570
H -1.57325 2.42299 -1.84984
H -2.26442 0.71965 -1.89396
H -3.80401 2.63770 -0.72354
H -2.42771 2.87292 0.43550
H -2.90943 0.57872 1.28153
H -3.83718 2.37693 3.30973
H -4.50882 3.60721 2.06038
H -5.63679 2.64530 3.12978
H 1.64458 -1.88464 0.37594
H 2.96766 -1.23159 -0.29170
H 0.98151 -0.63157 3.02775
O -1.91867 -2.24641 5.87394
S -1.40194 -2.48272 4.54917
O -0.12717 -1.95796 4.11601
C -1.44322 -4.23843 4.22948
C -2.82706 -4.48076 3.63901
C -3.06566 -3.33272 2.65402
C -2.65963 -2.03476 3.35581
H -1.26694 -4.78807 5.15315
H -0.66046 -4.46363 3.50247
H -2.88872 -5.45399 3.14945
H -3.58226 -4.45151 4.43030
H -2.44490 -3.48065 1.76522
H -4.10498 -3.29276 2.32385
H -2.24848 -1.30871 2.65401
H -3.49715 -1.59434 3.89836
O -6.00563 3.91431 5.71944
S -7.19151 4.35124 5.02226
O -7.12824 5.10708 3.79446
C -8.25513 2.93842 4.77511
C -9.11524 2.89054 6.03203
C -9.51718 4.34076 6.31607
C -8.25759 5.20084 6.18395
H -7.65394 2.04153 4.63089
H -8.86356 3.13004 3.88927
H -9.98656 2.24771 5.89679
H -8.53189 2.49796 6.87049
H -10.26151 4.66243 5.58144
H -9.96569 4.44934 7.30530
H -8.48675 6.19541 5.80240
H -7.72610 5.28044 7.13302
O -0.98860 -1.01067 -2.57800
S -1.31648 -1.89463 -3.67338
O -2.68001 -2.14760 -4.07458
C -0.37538 -1.39350 -5.10517
C 0.93263 -2.16622 -4.98545
C 0.54111 -3.58333 -4.55825
C -0.47451 -3.45433 -3.41978
H -0.23853 -0.31269 -5.09998
H -0.93268 -1.69796 -5.99314
H 1.48622 -2.16507 -5.92624
H 1.56744 -1.71123 -4.21864
H 0.08353 -4.10374 -5.40148
H 1.40646 -4.16304 -4.24805
H -1.20339 -4.26443 -3.43649
H 0.01788 -3.41729 -2.44688
O 7.70205 4.81982 -1.55768
S 7.57785 5.08649 -0.14549
O 6.57993 5.98819 0.38188
C 7.46378 3.52939 0.71786
C 8.91152 3.15049 1.00400
C 9.59639 4.44017 1.46440
C 9.18764 5.54882 0.49175
H 6.94245 2.80003 0.10048
H 6.91147 3.70140 1.64397
H 8.97804 2.36497 1.75847
H 9.39015 2.78409 0.09067
H 9.25699 4.69206 2.47374
H 10.68196 4.33022 1.50223
H 9.11468 6.51529 0.98990
H 9.87692 5.61637 -0.35078
O 2.88431 -5.24324 -5.35572
S 2.09961 -6.07575 -6.23566
O 0.66500 -6.18445 -6.11922
C 2.51154 -5.66072 -7.92216
C 3.69178 -6.56538 -8.25486
C 3.33934 -7.93840 -7.67621
C 2.81608 -7.71685 -6.25448
H 2.74850 -4.60005 -7.99652
H 1.64637 -5.89761 -8.54436
H 3.86956 -6.61238 -9.33037
H 4.60055 -6.18601 -7.77787
H 2.55926 -8.40171 -8.28771
H 4.19922 -8.61055 -7.67868
H 2.05232 -8.44693 -5.98793
H 3.62425 -7.74033 -5.52243
```

Results of the Löwdin charge analysis, in e, for atoms 1 through 99:
1. C 0.111
2. C -0.018
3. C -0.208
4. O -0.059
5. C -0.502
6. O 0.138
7. O 0.006
8. C -0.444
9. C -0.112
10. C -0.212
11. C -0.162
12. C -0.218
13. N 0.002
14. C -0.447
15. C -0.010
16. O 0.054
17. P 1.002
18. N -0.176
19. O -0.325
20. H 0.065
21. H 0.169
22. H 0.134
23. H 0.120
24. H 0.072
25. H 0.089
26. H 0.109
27. H 0.089
28. H 0.129
29. H 0.113
30. H 0.092
31. H 0.094
32. H 0.093
33. H 0.057
34. H 0.035
35. H 0.033
36. H 0.017
37. O -0.308
38. S 0.683
39. O -0.338
40. C -0.232
41. C -0.222
42. C -0.209
43. C -0.214
44. H 0.109
45. H 0.108
46. H 0.117
47. H 0.121
48. H 0.120
49. H 0.120
50. H 0.089
51. H 0.110
52. O -0.322
53. S 0.647
54. O -0.326
55. C -0.236
56. C -0.223
57. C -0.219
58. C -0.225
59. H 0.106
60. H 0.113
61. H 0.116
62. H 0.120
63. H 0.118
64. H 0.114
65. H 0.104
66. H 0.106
67. O -0.335
68. S 0.682
69. O -0.322
70. C -0.228
71. C -0.210
72. C -0.237
73. C -0.207
74. H 0.109
75. H 0.109
76. H 0.114
77. H 0.123
78. H 0.094
79. H 0.082
80. H 0.106
81. H 0.102
82. O -0.315
83. S 0.668
84. O -0.344
85. C -0.231
86. C -0.219
87. C -0.222
88. C -0.227
89. H 0.083
90. H 0.114
91. H 0.117
92. H 0.121
93. H 0.117
94. H 0.113
95. H 0.102
96. H 0.104
97. O -0.320
98. S 0.675
99. O -0.322